Density functional theory data (the ωB97M-V functional and the def2-TZVPD basis) for a cluster of 18 separate species, C31H76N34O19 in total.

Output
- Molar mass: 1229.17 g/mol
- Lowest unoccupied orbital energy (alpha / beta): -3.337 / -6.991 eV
- HOMO-LUMO gap (alpha / beta): 6.8 / 3.1 eV
- E_tot: -122943.5302 eV
- Charge: +1
- HOMO (alpha / beta): -10.1 / -10.1 eV
- Spin multiplicity: 2

Each line ends with the Mulliken spin population.
Element x y z (Å)
C: 21.4634 -0.6295 -35.6833  0.00
C: 21.5792 -2.0120 -35.7777  0.01
C: 20.4522 -2.7696 -35.8690  0.00
C: 19.1563 -2.0841 -35.9479  -0.01
C: 19.0542 -0.6412 -35.7402  0.00
C: 20.2710 0.0427 -35.6343  0.00
C: 17.7776 0.0747 -36.0805  0.00
O: 17.7169 1.2638 -35.9498  0.00
C: 16.6235 -0.6949 -36.5953  0.00
C: 15.3944 -0.0842 -36.8807  0.01
C: 14.2811 -0.7637 -37.4084  0.00
C: 14.4171 -2.1450 -37.6385  0.00
C: 15.6080 -2.7513 -37.3445  0.00
C: 16.7335 -2.0442 -36.8253  0.00
C: 17.9165 -2.8546 -36.4435  0.00
O: 17.9972 -4.1347 -36.4099  0.00
H: 22.2755 0.0558 -35.4905  0.00
H: 22.4962 -2.5560 -35.6058  0.00
H: 20.3988 -3.8281 -35.6611  0.00
H: 20.1716 1.1181 -35.6264  0.00
H: 15.2514 0.9787 -36.7534  -0.01
H: 13.5168 -0.2052 -37.9282  0.00
H: 13.6189 -2.5802 -38.2213  0.00
H: 15.7433 -3.7919 -37.6003  0.00
C: 19.7048 -5.8939 -33.5788  0.00
O: 20.8090 -5.3215 -33.7341  0.00
N: 18.7707 -5.4436 -32.8385  0.00
N: 19.2262 -6.9194 -34.2491  0.00
H: 19.0391 -4.6378 -32.2920  0.00
H: 17.8093 -5.7434 -32.9156  0.00
H: 19.6992 -7.3214 -35.0459  0.00
H: 18.3604 -7.3645 -33.9802  0.00
C: 18.5332 -1.1412 -40.1552  0.00
O: 17.9208 -2.1625 -40.1054  0.00
N: 18.6644 -0.4768 -41.2105  0.00
N: 19.3927 -0.7146 -39.1992  0.00
H: 18.4994 -0.8993 -42.1129  0.00
H: 19.2456 0.3481 -41.2537  0.00
H: 20.0307 0.0191 -39.4725  0.00
H: 19.5618 -1.2502 -38.3597  0.00
C: 25.9188 -2.4922 -33.7972  0.00
O: 24.9447 -2.6048 -34.5350  0.00
N: 25.8643 -2.8267 -32.4706  0.00
N: 27.0741 -2.1146 -34.0651  0.00
H: 25.0711 -3.3861 -32.1916  0.00
H: 26.6366 -2.5639 -31.8752  0.00
H: 27.3054 -1.9919 -35.0405  0.00
H: 27.7736 -2.3168 -33.3652  0.00
C: 15.2048 -2.1024 -32.6588  0.00
O: 14.0089 -1.7945 -32.7430  0.00
N: 16.0370 -2.3882 -33.5639  0.00
N: 15.6774 -2.1783 -31.4786  0.00
H: 16.9957 -2.3474 -33.2486  0.00
H: 15.7226 -2.5713 -34.5060  0.00
H: 15.2136 -2.1948 -30.5816  0.00
H: 16.5846 -2.6214 -31.5076  0.00
C: 14.4597 3.4853 -37.2744  -0.01
O: 13.2774 3.2612 -37.1469  0.86
N: 15.0639 3.1001 -38.3935  0.10
N: 15.2090 4.0241 -36.4297  0.02
H: 16.0621 2.9517 -38.4355  -0.01
H: 14.4845 2.5861 -39.0417  -0.01
H: 16.1073 4.1425 -36.8760  0.00
H: 14.8862 4.5617 -35.6379  0.00
C: 19.3552 2.3429 -32.0524  0.00
O: 18.5347 1.4704 -32.0202  0.00
N: 19.1612 3.4723 -31.5664  0.00
N: 20.5221 2.2174 -32.5582  0.00
H: 18.2329 3.7559 -31.2873  0.00
H: 19.8765 4.1852 -31.5763  0.00
H: 20.8118 1.4514 -33.1492  0.00
H: 21.3258 2.6332 -32.1096  0.00
C: 22.9785 3.2891 -35.1889  0.00
O: 23.5818 2.2358 -35.1539  0.00
N: 22.5747 4.0129 -36.2223  0.00
N: 22.7769 4.0082 -34.1463  0.00
H: 22.7094 3.6913 -37.1702  0.00
H: 22.2270 4.9184 -35.9407  0.00
H: 22.2950 4.8922 -34.0661  0.00
H: 23.3687 3.5375 -33.4768  0.00
C: 11.4163 0.2895 -35.8154  0.00
O: 11.5617 1.1814 -36.5888  0.02
N: 12.0851 0.1202 -34.6954  0.00
N: 10.5282 -0.6893 -35.8955  0.00
H: 12.0993 -0.8327 -34.3611  0.00
H: 12.9459 0.6480 -34.7191  0.00
H: 10.4773 -1.4663 -35.2523  0.00
H: 9.9752 -0.6361 -36.7390  0.00
C: 12.4820 -4.7546 -36.1974  0.00
O: 13.3294 -5.2955 -35.4692  0.00
N: 12.1614 -5.0303 -37.3780  0.00
N: 11.5441 -3.9014 -35.7892  0.00
H: 12.6674 -5.8316 -37.7273  0.00
H: 11.3946 -4.5211 -37.7939  0.00
H: 11.2636 -3.2331 -36.4925  0.00
H: 11.6688 -3.7291 -34.8018  0.00
C: 15.8746 -4.5636 -40.7821  0.00
O: 15.1714 -5.5351 -40.7451  0.00
N: 17.1503 -4.5908 -40.9488  0.00
N: 15.4894 -3.3410 -40.6796  0.00
H: 17.6255 -5.4530 -41.1745  0.00
H: 17.6038 -3.7005 -40.8010  0.00
H: 14.5633 -3.2112 -40.2981  0.00
H: 16.0814 -2.5914 -41.0076  0.00
C: 18.5958 3.6461 -38.6714  0.00
O: 17.9822 4.0122 -37.7192  0.00
N: 19.2829 4.4678 -39.3977  0.00
N: 18.9603 2.4774 -39.0878  0.00
H: 19.5462 5.3472 -38.9763  0.00
H: 19.8223 4.0863 -40.1616  0.00
H: 18.4636 1.8028 -38.5236  0.00
H: 19.1732 2.4655 -40.0751  0.00
C: 21.1625 -6.3719 -37.0952  0.00
O: 20.2302 -7.1510 -36.8830  0.00
N: 21.5128 -5.8345 -38.2474  0.00
N: 21.9830 -5.8761 -36.2283  0.00
H: 20.9335 -5.7712 -39.0724  0.00
H: 22.3744 -5.3107 -38.3053  0.00
H: 22.8584 -5.4114 -36.4231  0.00
H: 21.4802 -5.9189 -35.3534  0.00
C: 24.1988 -5.9767 -33.6113  0.00
O: 25.3405 -6.0917 -34.0082  0.00
N: 23.5320 -4.8694 -33.5254  0.00
N: 23.4014 -6.9676 -33.3921  0.00
H: 22.5479 -4.7140 -33.3596  0.00
H: 24.0479 -4.1786 -34.0515  0.00
H: 22.4093 -6.8392 -33.2528  0.00
H: 23.7878 -7.7642 -33.8781  0.00
C: 12.8363 1.3039 -40.4849  0.00
O: 12.6492 1.6759 -39.2943  0.03
N: 13.0962 2.2139 -41.3638  0.00
N: 12.6192 0.1528 -41.0329  0.00
H: 13.1471 2.0297 -42.3556  0.00
H: 13.1843 3.2055 -41.1930  0.00
H: 12.4540 -0.6345 -40.4222  0.00
H: 13.0173 -0.0881 -41.9293  0.00
C: 26.3750 -1.7734 -37.6572  0.00
O: 27.2619 -2.2031 -36.9255  0.00
N: 26.4664 -1.6515 -39.0124  0.00
N: 25.2061 -1.4931 -37.1234  0.00
H: 27.3033 -1.7949 -39.5593  0.00
H: 25.6896 -1.3522 -39.5842  0.00
H: 24.4283 -1.1118 -37.6428  0.00
H: 25.1355 -1.9497 -36.2253  0.00
C: 19.9690 -1.6266 -32.0934  0.00
O: 18.8799 -2.2372 -32.0834  0.00
N: 20.2857 -0.5212 -31.5913  0.00
N: 21.0639 -2.0234 -32.6629  0.00
H: 21.2226 -0.1979 -31.7857  0.00
H: 19.6510 0.2174 -31.3232  0.00
H: 21.8176 -1.3518 -32.6945  0.00
H: 21.0885 -2.8956 -33.1715  0.00
C: 22.6350 0.4759 -39.1954  0.00
O: 23.1969 -0.0822 -38.3457  0.00
N: 22.8799 0.4139 -40.4790  0.00
N: 21.5988 1.2894 -38.9760  0.00
H: 23.4041 -0.3487 -40.8836  0.00
H: 22.2738 0.9076 -41.1185  0.00
H: 21.4053 1.6216 -38.0420  0.00
H: 21.5248 1.8088 -39.8390  0.00

Force components x, y, z for each atom (eV/Å):
0.680 1.265 0.611
0.104 -0.290 0.619
-3.474 1.149 0.460
0.138 1.107 -0.376
0.449 -3.295 -1.866
-1.626 -0.200 -0.260
0.581 -1.064 0.695
-0.141 1.857 -0.142
-0.590 0.174 0.056
-0.908 0.291 -0.321
2.105 -0.421 -0.465
-0.237 1.761 -0.315
1.053 -0.495 0.108
-1.499 -2.215 -0.457
2.380 -3.730 1.646
-1.043 4.810 -0.613
0.861 -0.478 -0.376
0.494 0.396 -0.200
0.305 -0.208 -0.714
0.449 0.280 0.328
0.442 0.111 0.208
-0.570 0.228 0.723
0.038 -0.752 0.289
0.101 -0.181 0.195
0.706 -0.352 -2.317
-0.207 -0.582 0.209
-2.170 3.164 4.166
0.713 -2.852 -1.714
-0.716 0.249 0.187
0.383 0.302 0.162
0.137 0.083 -0.358
0.316 0.251 -0.072
2.647 -2.346 4.447
-1.948 -1.853 0.765
0.189 4.660 -7.132
-0.183 0.604 1.139
-0.382 -0.001 0.288
-0.128 -0.347 0.009
0.188 -0.358 0.812
-0.079 0.086 -0.046
-3.891 -2.175 3.265
-0.787 0.225 -0.927
-1.467 -0.185 0.633
5.748 2.244 -2.386
0.331 0.103 0.433
-0.628 -0.503 0.153
0.457 0.097 -0.466
0.196 0.225 -0.787
-6.982 1.565 1.697
-1.055 0.203 -1.928
3.263 -0.908 -4.581
4.233 -1.112 5.141
0.469 -0.305 -0.941
0.341 0.165 0.240
-0.442 0.305 -0.822
0.213 0.221 1.166
2.267 -1.352 -3.259
-5.148 -0.606 0.766
-0.361 -0.794 -1.977
2.356 2.418 3.192
-0.011 0.095 0.458
-0.299 -0.278 -0.067
0.959 0.696 1.067
0.207 -0.238 -0.013
-1.769 -3.611 -0.539
-2.635 -2.039 -0.465
-1.758 7.845 3.450
6.879 -1.195 -2.782
0.280 -0.279 0.247
-0.386 -0.075 -0.129
-0.669 -0.125 0.240
-0.276 0.351 -0.222
1.003 -0.703 -2.484
-0.214 -0.914 -0.511
-1.005 0.116 -3.185
0.188 0.613 5.621
-0.124 0.461 0.215
0.080 -0.185 -1.334
0.480 -0.448 0.279
-0.422 1.111 1.382
-0.243 -1.133 1.387
0.140 2.094 -2.102
2.459 0.612 1.939
-2.645 -1.506 -2.315
0.826 0.370 0.586
0.161 -0.422 0.727
-0.236 0.408 -0.315
-0.336 -0.525 0.381
1.415 -0.801 5.301
-0.666 0.739 -1.034
0.907 -2.760 -6.636
-0.865 2.172 3.023
-0.399 0.243 -1.122
0.329 -1.128 -0.482
-0.171 0.460 1.020
-0.366 1.073 -0.088
-0.300 -2.655 -0.376
-1.942 -1.857 0.401
4.730 -0.854 -1.026
-3.395 4.713 0.540
-0.119 0.331 0.197
0.751 -0.790 -0.066
0.268 0.388 -0.416
-0.488 -0.028 0.624
1.815 1.949 0.066
-2.637 -0.106 2.603
1.996 5.047 -2.627
-1.591 -4.930 0.694
-0.194 0.106 -0.584
0.250 0.911 0.396
0.189 -1.467 -0.933
-0.402 -1.223 0.453
-1.195 -0.899 -1.711
0.268 0.558 -0.040
-0.058 0.845 -5.017
0.961 -0.295 4.460
0.019 -0.636 0.301
-0.486 -0.040 0.006
-0.523 -0.024 0.446
1.519 0.471 1.254
0.313 -0.218 -0.979
1.303 0.144 -0.127
0.233 5.677 0.028
-1.103 -5.196 0.801
0.248 -0.754 -0.123
-0.323 0.985 0.346
0.261 -0.122 -0.329
-0.732 -0.647 0.540
-1.454 2.826 3.744
0.846 -1.568 -0.795
1.836 3.829 -4.019
-0.339 -4.574 -0.188
-0.107 -0.286 0.202
-0.220 -0.410 0.719
-0.042 0.120 -0.075
-0.185 0.141 0.159
0.588 -0.709 -0.066
1.254 -0.063 -0.515
0.319 0.340 -1.587
-1.326 0.376 0.127
0.100 -0.084 0.789
0.005 -0.056 0.600
0.212 -0.214 0.323
-0.690 0.289 0.576
-2.983 -3.442 -1.160
0.361 0.208 0.034
0.267 7.070 4.170
3.125 -3.727 -2.905
-0.625 0.212 0.644
-0.556 -0.527 -0.053
0.171 -1.249 -0.622
0.223 0.092 0.045
-1.318 0.986 -0.094
2.409 -2.649 3.286
1.078 -0.721 -4.233
-1.478 1.342 -0.424
0.039 0.213 0.257
0.406 -0.408 -0.123
-0.003 0.290 -0.304
-1.034 1.238 1.193